Here is C4H12N2O2 in the gas phase in a non-equilibrium geometry from OMol25. Energies are from the ωB97M-V functional and the def2-TZVPD basis.

Calculated values
- Energy above the lowest of the compared OMol25 structures with the same formula, charge and spin: 4.115 eV
- SMILES: NC[C@H](CO)NCO
- 2S+1: 1

Element x y z (Å)
1 N 1.21 1.08 2.34
2 C 1.62 0.41 1.11
3 C 0.49 0.31 0.06
4 C -1.04 0.40 0.47
5 O -1.65 1.69 0.46
6 N 0.72 -1.04 -0.74
7 C -0.03 -1.14 -1.99
8 O -1.21 -1.73 -1.88
9 H 2.04 1.35 2.90
10 H 0.31 1.02 2.72
11 H 1.88 -0.66 1.40
12 H 2.44 0.94 0.54
13 H 0.68 1.11 -0.70
14 H -1.25 0.10 1.53
15 H -1.62 -0.20 -0.24
16 H -0.87 2.41 0.26
17 H 0.44 -1.74 0.01
18 H 0.64 -1.81 -2.62
19 H -0.02 -0.10 -2.39
20 H -1.48 -2.32 -1.19

Here are the Löwdin charges for atoms 1 to 8, given in e: atom 1 (N): -0.01, atom 2 (C): -0.25, atom 3 (C): -0.28, atom 4 (C): -0.24, atom 5 (O): -0.13, atom 6 (N): -0.03, atom 7 (C): -0.37, atom 8 (O): -0.03